Formula: C4H12
Source: the Open Molecules 2025 dataset
Level of theory: ωB97M-V with the def2-TZVPD basis set

SMILES	CC.CC
E	-159.53107	a.u.
LUMO energy	1.07	eV
largest force on an atom	5.5	eV Å⁻¹
energy relative to the best compared isomer or geometry (same formula, charge and spin)	33.8	kcal per mole
HOMO	-10.92	eV

```
! wB97M-V def2-TZVPD RIJCOSX def2/J DEFGRID3
* xyz 0 1
C -1.635 -0.670 1.110
C -2.303 0.591 1.535
H -2.227 -1.522 0.855
H -0.978 -0.443 0.214
H -0.960 -0.927 1.893
H -3.132 0.774 0.742
H -3.012 0.645 2.470
H -1.819 1.586 1.466
C 1.689 -0.662 -1.587
C 2.263 0.670 -1.033
H 2.173 -1.381 -0.795
H 0.665 -0.835 -1.518
H 1.888 -0.822 -2.606
H 3.083 0.601 -0.373
H 1.519 1.309 -0.447
H 2.786 1.084 -1.925
*
```